(1)
{"formula": "C38H35BFeN3O3PS2", "method": "wB97M-V/def2-TZVPD", "spin_multiplicity": 5, "total_charge": -2, "homo_energy_ev": [0.496, -0.721], "s2": 6.179, "species": ["Fe", "S", "C", "C", "N", "C", "S", "C", "N", "C", "C", "C", "C", "C", "C", "P", "C", "C", "C", "C", "C", "C", "C", "C", "C", "C", "C", "C", "C", "C", "C", "C", "H", "H", "H", "H", "H", "H", "H", "H", "H", "H", "H", "H", "H", "H", "H", "H", "O", "C", "C", "C", "C", "C", "C", "N", "H", "H", "H", "H", "H", "H", "H", "C", "C", "C", "O", "B", "O", "C", "C", "C", "H", "H", "H", "H", "H", "H", "H", "H", "H", "H", "H", "H"], "xyz": [[-1.3823, 0.5832, 0.5256], [-2.5926, 0.0457, 2.7318], [-4.2417, 0.3383, 2.2817], [-5.1759, 0.5056, 3.3592], [-5.9168, 0.6562, 4.2318], [-4.6969, 0.4236, 0.9879], [-3.7202, 0.2488, -0.4404], [-6.0936, 0.6853, 0.7754], [-7.2095, 0.9014, 0.5712], [-2.9680, -5.3281, 1.5064], [-1.5894, -5.4527, 1.3992], [-0.8207, -4.3544, 1.0423], [-1.4126, -3.1203, 0.7852], [-2.7954, -3.0051, 0.8959], [-3.5652, -4.1020, 1.2523], [-0.4670, -1.6285, 0.2325], [1.1739, -2.1465, 0.8801], [2.2646, -2.4233, 0.0636], [3.4817, -2.7946, 0.6171], [3.6241, -2.8909, 1.9957], [2.5382, -2.6187, 2.8192], [1.3238, -2.2510, 2.2630], [-0.4326, -1.8102, -1.5498], [-0.3276, -3.0674, -2.1681], [-0.6176, -3.2199, -3.5109], [-1.0635, -2.1306, -4.2483], [-1.1711, -0.8471, -3.6716], [-1.6657, 0.2525, -4.4058], [-1.7375, 1.5243, -3.8373], [-1.2571, 1.7351, -2.5649], [-0.7171, 0.6837, -1.7794], [-0.7715, -0.6541, -2.3032], [-3.5731, -6.1818, 1.7900], [-1.1083, -6.4053, 1.5925], [0.2546, -4.4693, 0.9697], [-3.2657, -2.0503, 0.6970], [-4.6386, -3.9869, 1.3378], [2.1521, -2.3323, -1.0096], [4.3231, -2.9996, -0.0347], [4.5764, -3.1768, 2.4278], [2.6339, -2.6956, 3.8962], [0.4720, -2.0533, 2.9076], [-0.0618, -3.9350, -1.5747], [-0.5397, -4.1978, -3.9751], [-1.3537, -2.2521, -5.2872], [-2.0056, 0.0800, -5.4220], [-2.1326, 2.3536, -4.4151], [-1.1992, 2.7506, -2.1847], [-2.2824, 2.8427, 0.4856], [-1.3167, 3.8321, 0.7222], [-0.4040, 3.3294, 1.8136], [0.2281, 4.2140, 2.6804], [1.0429, 3.7079, 3.6786], [1.1967, 2.3299, 3.7896], [0.5286, 1.5247, 2.8860], [-0.2484, 2.0130, 1.9202], [-2.5997, 2.8014, -0.4280], [-1.7898, 4.7627, 1.0647], [-0.7100, 4.0372, -0.1646], [0.0603, 5.2784, 2.5723], [1.5446, 4.3751, 4.3696], [1.8127, 1.8796, 4.5555], [0.6100, 0.4459, 2.9273], [2.4736, 1.0128, -2.9216], [2.6510, 1.0826, -1.4048], [4.0293, 0.5688, -1.0138], [1.6598, 0.2667, -0.7939], [0.4589, 1.0481, -0.8201], [0.8766, 2.4346, -0.7670], [2.2992, 2.4802, -0.8286], [2.8564, 2.6657, 0.5792], [2.7089, 3.6503, -1.7116], [2.4723, -0.0387, -3.2140], [3.2829, 1.5239, -3.4493], [1.5194, 1.4409, -3.2319], [4.2290, -0.3770, -1.5203], [4.0896, 0.3947, 0.0587], [4.8075, 1.2809, -1.3055], [2.6159, 1.8021, 1.1960], [2.3979, 3.5483, 1.0239], [3.9411, 2.8031, 0.5785], [2.2064, 3.5992, -2.6757], [3.7903, 3.6621, -1.8742], [2.4300, 4.5901, -1.2302]], "atomic_forces_ev_per_a": [[-0.34, 0.05, 0.41], [0.04, 0.09, 0.05], [-0.03, -0.05, -0.22], [-0.09, 0.06, -0.05], [0.06, -0.04, 0.01], [-0.03, -0.03, 0.32], [0.15, 0.12, -0.04], [-0.02, 0.01, -0.05], [0.05, -0.02, 0.01], [0.00, -0.01, 0.01], [-0.04, -0.03, 0.01], [0.05, -0.07, 0.03], [0.05, 0.08, -0.08], [-0.04, 0.01, -0.01], [-0.06, -0.03, 0.01], [0.18, 0.00, 0.13], [-0.06, 0.08, -0.05], [-0.01, -0.04, 0.02], [-0.01, 0.01, 0.06], [0.07, -0.02, -0.01], [0.04, -0.02, 0.01], [-0.01, 0.06, -0.02], [-0.04, 0.12, -0.04], [0.00, -0.10, 0.00], [0.00, 0.00, -0.03], [0.00, -0.02, -0.02], [0.01, 0.00, 0.02], [-0.02, -0.01, -0.07], [-0.03, 0.02, 0.00], [-0.14, 0.09, -0.01], [0.36, -0.10, -0.10], [-0.08, -0.10, -0.12], [0.00, -0.01, 0.00], [-0.01, 0.00, 0.00], [-0.01, 0.01, -0.01], [0.00, 0.00, -0.01], [-0.02, -0.01, 0.01], [-0.02, 0.01, 0.01], [0.03, -0.02, 0.02], [0.00, 0.00, 0.00], [0.03, 0.00, 0.00], [-0.02, 0.01, -0.02], [0.00, 0.00, 0.01], [0.00, 0.00, 0.00], [0.00, -0.01, -0.01], [0.00, 0.02, 0.00], [-0.01, 0.00, 0.01], [0.02, 0.01, 0.00], [-0.12, -0.05, 0.01], [0.00, 0.05, 0.02], [0.01, 0.00, 0.11], [0.02, -0.11, 0.09], [0.03, -0.06, 0.02], [-0.08, 0.14, -0.06], [-0.06, 0.12, 0.02], [0.03, -0.24, -0.28], [0.07, -0.02, 0.03], [0.03, -0.01, -0.04], [-0.01, -0.02, -0.01], [0.01, 0.02, 0.02], [0.00, 0.00, 0.00], [0.02, 0.04, 0.03], [-0.01, -0.04, -0.04], [0.00, -0.03, -0.05], [0.10, -0.03, 0.09], [-0.01, 0.01, -0.04], [0.02, -0.09, 0.06], [-0.02, 0.14, -0.23], [0.02, 0.01, 0.01], [-0.04, 0.03, -0.01], [0.03, 0.01, -0.02], [0.00, -0.02, 0.00], [0.00, -0.01, -0.01], [0.03, 0.02, 0.01], [-0.02, 0.00, 0.02], [-0.02, -0.02, 0.00], [-0.01, -0.01, 0.03], [-0.01, 0.00, -0.01], [-0.01, -0.02, 0.02], [-0.02, 0.03, 0.05], [0.00, 0.01, -0.04], [-0.01, 0.00, -0.02], [0.02, -0.02, 0.00], [-0.02, 0.00, 0.03]], "mulliken_spin": [3.2284, 0.0596, -0.0018, -0.0140, 0.0001, 0.0171, 0.0397, -0.0096, 0.0028, -0.0005, 0.0008, 0.0005, 0.0215, 0.0124, 0.0012, -0.1803, 0.0247, 0.0237, -0.0211, 0.0034, -0.0055, -0.0007, 0.0875, 0.1865, -0.0822, 0.2126, -0.1213, 0.3162, -0.0884, 0.3068, -0.0651, 0.0072, 0.0000, -0.0005, 0.0005, 0.0046, -0.0002, 0.0316, -0.0004, 0.0005, -0.0004, -0.0033, 0.0646, 0.0015, 0.0054, 0.0177, 0.0037, 0.0659, 0.0165, 0.0158, -0.0228, 0.0086, -0.0156, 0.0058, -0.0225, 0.0290, 0.0004, -0.0027, -0.0030, 0.0004, -0.0027, 0.0010, 0.0191, 0.0002, -0.0126, 0.0000, -0.0222, -0.1461, -0.0161, 0.0126, 0.0004, -0.0023, -0.0032, -0.0012, 0.0130, 0.0010, 0.0001, -0.0004, -0.0050, -0.0022, -0.0001, 0.0031, 0.0008, -0.0005]}



(2)
{"formula": "C38H35BrF4N3O11P2STeTi", "method": "wB97M-V/def2-TZVPD", "spin_multiplicity": 1, "total_charge": 1, "homo_energy_ev": -10.923, "de_lowest_ev": 1.923, "species": ["Ti", "O", "S", "O", "O", "O", "F", "C", "C", "F", "C", "F", "C", "P", "C", "C", "C", "C", "C", "C", "C", "C", "C", "C", "C", "C", "C", "Br", "C", "F", "H", "H", "H", "H", "H", "H", "H", "H", "H", "H", "C", "Te", "C", "C", "C", "C", "C", "C", "C", "H", "H", "H", "H", "H", "H", "H", "H", "O", "N", "O", "C", "C", "C", "C", "O", "C", "C", "N", "O", "O", "N", "O", "O", "H", "H", "C", "C", "P", "C", "C", "C", "C", "H", "H", "H", "H", "H", "H", "H", "H", "H", "H", "H", "H", "H", "H", "H"], "xyz": [[1.5201, -0.3767, 0.0842], [2.8939, 0.2824, 3.0386], [1.6920, -0.2380, 2.5036], [0.6542, -0.6691, 3.3846], [2.0054, -1.3892, 1.5108], [1.0962, 0.7244, 1.4440], [1.3446, 7.3422, -0.0324], [0.6607, 6.2166, 0.0745], [-0.5574, 6.2008, 0.7356], [-1.0557, 7.3197, 1.2348], [-1.2473, 5.0095, 0.8679], [-2.4076, 5.0210, 1.5134], [-0.7722, 3.8109, 0.3357], [-1.6556, 2.2399, 0.7159], [-1.7565, 2.5682, 2.5309], [-2.8139, 2.1019, 3.3078], [-2.7792, 2.2377, 4.6875], [-1.6765, 2.8003, 5.3079], [-0.6067, 3.2398, 4.5446], [-0.6455, 3.1266, 3.1655], [-3.2745, 2.6348, -0.0507], [-3.3883, 3.5481, -1.0963], [-4.5658, 3.6386, -1.8228], [-5.6285, 2.7956, -1.5373], [-5.5182, 1.8703, -0.5107], [-4.3468, 1.7847, 0.2229], [0.4329, 3.8625, -0.3674], [1.1559, 2.3489, -1.2987], [1.1475, 5.0479, -0.4871], [2.2979, 5.0593, -1.1520], [-3.6820, 1.6604, 2.8378], [-3.6157, 1.8887, 5.2776], [-1.6358, 2.8851, 6.3848], [0.2714, 3.6599, 5.0156], [0.2154, 3.4506, 2.5955], [-2.5539, 4.1838, -1.3601], [-4.6460, 4.3595, -2.6245], [-6.5311, 2.8376, -2.1299], [-6.3380, 1.2000, -0.2901], [-4.2498, 1.0391, 1.0022], [-0.5684, -3.2257, 2.2270], [-0.8373, -1.2780, 1.3280], [-2.4511, -2.3534, 0.2654], [-2.7997, -3.5212, 1.1454], [-4.0227, -4.1731, 1.0349], [-4.3414, -5.2269, 1.8743], [-3.4337, -5.6380, 2.8392], [-2.2075, -5.0031, 2.9467], [-1.8839, -3.9453, 2.1045], [-0.3091, -3.0566, 3.2727], [0.2476, -3.7819, 1.7561], [-2.2300, -2.6969, -0.7461], [-3.3233, -1.7070, 0.1780], [-4.7331, -3.8416, 0.2883], [-5.2994, -5.7174, 1.7775], [-3.6825, -6.4432, 3.5162], [-1.5069, -5.3229, 3.7068], [8.9567, -2.3275, -1.7870], [8.5187, -1.4487, -1.0780], [9.1623, -0.6627, -0.4217], [7.0556, -1.3358, -1.0099], [6.4601, -0.3657, -0.2419], [5.0745, -0.2650, -0.2073], [4.2262, -1.1622, -0.9078], [2.9245, -1.0880, -0.9398], [4.9163, -2.1472, -1.6653], [6.2819, -2.2227, -1.7475], [4.1151, -3.1377, -2.3737], [4.2995, -3.2761, -3.5630], [3.3063, -3.7432, -1.7029], [4.4999, 0.8241, 0.5243], [3.3032, 1.0777, 0.2915], [5.1743, 1.4748, 1.2644], [7.0629, 0.3409, 0.3142], [6.7629, -2.9734, -2.3604], [-2.3198, -0.9151, -3.2325], [-1.4398, -0.2508, -2.1774], [0.3292, -0.8049, -2.1106], [0.3839, -2.6207, -2.4399], [0.5015, -3.4936, -1.1897], [0.9276, -0.1587, -3.7385], [2.4495, -0.0439, -3.8204], [-3.3197, -0.4865, -3.1716], [-2.4104, -1.9888, -3.0744], [-1.9370, -0.7420, -4.2377], [-1.8796, -0.3864, -1.1894], [-1.4048, 0.8259, -2.3684], [1.2780, -2.7687, -3.0529], [-0.4765, -2.9111, -3.0454], [1.3302, -3.1521, -0.5662], [0.7125, -4.5190, -1.4877], [-0.4167, -3.4958, -0.6102], [0.4791, 0.8237, -3.9007], [0.5618, -0.8410, -4.5095], [2.8297, 0.5949, -3.0209], [2.7396, 0.4022, -4.7698], [2.9238, -1.0214, -3.7538]], "atomic_forces_ev_per_a": [[0.19, 0.24, -3.98], [0.06, 0.02, 0.09], [1.20, 0.64, 3.18], [0.20, 0.09, 0.20], [1.02, -0.80, 0.78], [-0.13, 1.38, 1.39], [0.00, 0.02, -0.04], [0.03, -0.07, -0.03], [-0.09, -0.01, 0.04], [0.07, 0.03, 0.03], [0.08, -0.26, -0.28], [0.02, 0.30, -0.01], [0.38, -0.09, -0.28], [0.06, 0.67, 0.10], [-0.03, -0.50, -0.08], [0.05, 0.15, -0.13], [-0.06, -0.07, 0.02], [0.05, 0.02, 0.09], [0.01, -0.02, -0.04], [0.04, -0.25, 0.04], [0.14, -0.41, 0.00], [-0.04, -0.02, 0.08], [-0.01, -0.05, -0.03], [-0.02, -0.02, -0.04], [-0.04, -0.06, 0.07], [0.08, 0.05, -0.05], [-0.28, 0.09, 0.24], [-0.30, 0.37, -0.07], [0.03, -0.47, -0.12], [0.08, 0.23, 0.01], [0.00, 0.00, 0.09], [-0.01, 0.00, 0.02], [-0.06, 0.01, 0.03], [-0.01, 0.03, 0.05], [0.02, 0.01, -0.01], [-0.02, 0.07, 0.00], [0.00, 0.02, -0.03], [-0.06, 0.07, 0.02], [-0.04, 0.01, 0.00], [-0.09, -0.09, -0.05], [0.26, 0.04, 0.19], [-3.21, -1.75, -0.73], [-0.08, 0.16, -0.09], [0.22, -0.09, 0.29], [-0.05, 0.03, -0.09], [0.00, 0.05, -0.08], [0.08, 0.01, -0.01], [-0.01, -0.04, 0.10], [-0.08, 0.21, -0.16], [0.06, 0.10, -0.13], [-0.02, 0.24, -0.06], [0.29, 0.18, 0.01], [0.10, 0.30, 0.05], [-0.06, 0.00, -0.02], [-0.03, -0.02, 0.03], [0.00, -0.04, -0.01], [0.06, 0.01, 0.02], [0.10, 0.05, 0.03], [0.00, 0.01, 0.03], [0.02, 0.01, -0.01], [-0.63, -0.04, -0.07], [0.21, 0.21, 0.16], [-0.02, -0.86, -0.50], [0.86, 0.06, -0.16], [0.17, -0.58, -0.26], [-0.17, 0.56, 0.45], [0.16, -0.13, -0.02], [-0.17, -0.07, -0.08], [0.07, 0.01, 0.02], [0.06, -0.14, -0.07], [-0.03, 0.18, -0.01], [0.00, 0.27, 0.37], [-0.09, 0.04, -0.08], [-0.01, -0.04, 0.00], [-0.04, -0.01, -0.02], [0.12, 0.03, 0.04], [0.14, -0.11, 0.13], [-1.31, -0.33, -1.22], [0.24, 0.04, 0.43], [-0.09, -0.01, -0.20], [0.46, 0.20, 0.40], [-0.11, 0.06, -0.06], [-0.02, 0.00, -0.06], [-0.03, -0.02, -0.02], [-0.04, -0.04, -0.05], [0.00, 0.15, -0.07], [0.07, -0.01, 0.16], [-0.05, 0.04, -0.02], [0.05, 0.13, -0.04], [-0.08, -0.17, 0.07], [0.07, -0.02, 0.06], [0.07, -0.06, 0.02], [-0.10, -0.08, 0.02], [-0.13, 0.04, 0.08], [0.11, -0.03, -0.05], [0.03, -0.02, -0.04], [0.08, 0.00, 0.02]], "lowdin_charge": [0.6810, -0.1857, 0.3136, -0.3358, -0.3979, -0.5330, 0.1610, -0.1249, -0.1199, 0.1598, -0.2367, 0.1312, -0.3488, 1.0972, -0.3618, -0.0819, -0.0653, -0.0685, -0.0588, -0.1028, -0.3599, -0.0881, -0.0660, -0.0745, -0.0731, -0.1088, -0.4812, 0.9926, -0.2493, 0.0934, 0.0848, 0.1097, 0.1093, 0.1126, 0.1084, 0.1025, 0.1100, 0.1085, 0.1089, 0.0861, -0.3025, 1.6174, -0.3493, -0.2889, -0.0350, -0.0677, -0.0657, -0.0286, -0.2780, 0.0722, 0.0794, 0.0515, 0.0612, 0.1172, 0.1090, 0.1100, 0.1203, 0.1094, -0.3486, 0.1162, -0.0998, 0.1181, -0.0284, -0.1849, -0.2094, -0.0432, 0.1162, -0.3362, 0.1255, 0.1067, -0.2730, -0.0991, 0.1949, 0.1474, 0.1503, -0.1182, -0.4068, 0.9093, -0.3305, -0.1551, -0.3725, -0.1324, 0.0835, 0.0613, 0.0766, 0.0020, 0.0658, 0.0791, 0.0868, 0.0393, 0.0941, 0.0281, 0.0729, 0.0957, 0.0445, 0.0887, 0.0556]}